Entry 1:
126
Properties=species:S:1:pos:R:3:forces:R:3:lowdin_charge:R:1 method="wB97M-V/def2-TZVPD" e_lumo_ev=0.41 gap_ev=9.88 total_charge=0 total_energy_ev=-61546.468
O 0.607850 3.888803 1.857673 0.20 -0.41 -0.04 -0.09
O -3.781252 -1.354624 -0.812907 -0.53 1.05 0.52 -0.05
O -3.375532 0.118132 4.499230 0.75 -0.96 0.23 -0.06
O -2.317484 2.798459 -5.108805 0.54 -0.18 -0.19 -0.06
O 2.022001 3.964654 -0.519624 0.22 -0.80 0.05 -0.07
O -1.713025 -4.325035 1.492333 2.44 0.33 -1.94 -0.17
O 4.176856 0.696464 1.055835 -0.90 -0.10 -0.06 -0.08
O -1.018781 -5.209183 -3.482447 -0.24 0.20 0.05 -0.18
O 1.838410 -0.514590 4.176141 -0.20 0.09 -0.80 -0.05
O 0.137501 1.712177 3.598024 -1.05 -1.76 1.46 -0.11
O -5.896427 1.008625 -0.522382 -0.91 1.21 0.08 -0.03
O -1.702442 -2.242539 -2.427152 0.11 0.95 0.20 -0.07
O 2.893649 -2.017175 -1.679912 0.05 0.39 0.27 -0.05
O 2.209634 1.098539 -0.901774 -1.45 0.45 -0.28 -0.08
O 4.348825 -1.107294 3.147786 0.42 1.84 -0.70 -0.09
N -0.287904 -4.299796 -0.967595 0.25 0.48 -0.98 -0.07
C 5.411488 -2.647156 1.613614 2.00 -0.50 -0.10 -0.06
C 0.279626 -3.928219 0.313188 0.93 -1.09 -0.33 -0.21
C -1.594829 1.550319 -5.175092 -0.63 0.16 -1.47 -0.47
C 3.471330 -3.337986 2.913607 -0.63 0.09 -0.28 -0.05
C -0.751322 -3.275171 1.138583 -1.33 -0.95 1.68 -0.19
C -1.512748 -4.690178 -4.713143 0.94 -2.46 -0.08 -0.09
C -0.158537 1.833987 -4.775925 -0.84 -0.16 1.42 -0.06
C 2.420427 5.534876 2.248809 -1.17 -0.28 0.56 -0.05
C -3.194631 1.771496 2.669756 -1.36 -0.30 1.40 -0.03
C -1.623844 1.003814 -6.637560 -0.13 1.07 -0.08 -0.06
C 1.019710 -0.087980 0.780120 -1.67 -0.50 0.43 -0.04
C 4.142924 -2.168899 2.242904 -0.17 -0.40 -0.49 -0.54
C -5.389797 2.029071 -1.359948 -1.55 1.56 -0.11 -0.50
C 5.966380 1.848234 2.088336 -0.64 0.71 -0.33 -0.05
C 0.120703 -0.014688 -1.524677 -0.04 -0.33 -0.47 -0.05
C -6.520298 3.052503 -1.704274 -0.50 -0.90 0.29 -0.05
C -4.130105 0.882318 3.587682 0.41 0.53 -1.27 -0.47
C 0.856144 0.762439 -0.457391 0.58 -1.44 0.05 -0.41
C -2.752341 -3.860829 2.215546 -1.66 -0.18 0.57 -0.16
C 0.316497 -4.793799 -3.274739 0.13 -1.81 -1.34 -0.26
C 5.778754 1.686824 -0.427153 1.03 1.04 -0.15 -0.05
C 0.470221 5.212074 3.871825 2.37 0.72 -1.03 -0.04
C -4.769492 1.456524 -2.571243 1.01 0.21 -0.38 -0.06
C 0.676070 -4.903267 -1.862956 1.87 -0.81 1.36 -0.22
C 5.027819 1.795613 0.886788 0.45 1.79 0.53 -0.50
C 1.410503 4.487419 2.867736 -0.41 1.85 0.26 -0.45
C -4.982717 -0.039796 2.737609 -0.52 0.79 -1.70 -0.07
H 1.187015 -1.159815 0.584323 0.52 0.57 -0.06 0.07
H 5.270454 -3.426102 0.854952 -0.31 -0.12 0.35 0.08
H 6.528885 2.520955 -0.551810 -0.79 -0.68 0.23 0.10
H -0.978660 1.633539 -7.307785 -0.49 -0.51 0.65 0.09
H 0.841745 1.015844 3.756226 -0.71 0.74 -0.21 0.03
H 2.684850 -0.737790 3.745327 0.26 0.11 -0.40 0.01
H 0.121500 3.181567 2.324143 0.19 -0.04 -0.25 0.06
H 1.057393 -3.177483 0.122687 0.13 -0.36 -0.07 0.09
H -2.347268 -2.726773 -2.939497 0.00 -0.54 0.05 0.04
H -3.438502 -4.696187 2.362251 -0.07 0.03 0.17 0.10
H 0.447749 -3.822118 -3.609449 -0.05 2.35 -0.53 0.09
H -7.389571 2.528255 -2.180616 0.71 0.27 0.46 0.09
H -0.078132 1.790337 -3.664321 0.07 0.48 -0.84 0.06
H -2.935327 -1.452782 -1.265179 0.25 -0.50 -0.36 -0.01
H 2.546739 -2.996822 3.386174 -0.28 -0.37 -0.37 0.07
H 0.278096 1.626873 -0.177816 0.19 0.83 -0.08 0.13
H 3.046603 5.898065 3.080789 0.20 -0.48 -0.46 0.08
H -1.216345 -2.841423 -1.817644 -0.05 -0.62 -0.35 0.02
H -5.898476 0.432394 2.291629 0.77 -0.17 0.65 0.10
H 2.469276 -1.151976 -1.796413 0.08 -0.16 -0.06 0.02
H -2.189459 0.855655 -4.560652 0.83 -0.16 0.16 0.13
H 1.058006 -5.366197 -3.907610 -0.76 0.03 0.50 0.15
H 3.370284 0.898836 0.538704 0.27 -0.35 -0.08 0.06
H -2.650230 1.062373 -7.041292 0.40 -0.15 0.21 0.08
H -6.205043 3.824396 -2.422421 0.18 -0.22 0.42 0.07
H 1.861569 6.461435 1.968955 0.27 -0.82 -0.33 0.09
H 0.105976 -0.068297 1.399131 -0.01 0.03 -0.43 0.09
H 3.612256 -1.799990 -1.068012 -0.06 -0.15 -0.14 0.03
H 4.038780 -3.798031 3.704861 0.64 -0.04 0.22 0.08
H -4.450503 2.261250 -3.199964 0.32 0.69 -0.43 0.06
H 0.078380 2.849736 -5.142124 0.23 -0.71 0.07 0.10
H 6.357818 0.761969 -0.471447 -0.16 -0.11 0.05 0.08
H -3.309643 -3.077266 1.707541 -0.11 0.45 -0.08 0.07
H -1.505882 -3.639793 -4.718336 -0.11 1.58 0.00 0.05
H 0.448104 1.026966 -5.160455 0.59 0.13 -0.26 0.07
H 0.764078 -4.851327 0.801913 -0.67 1.40 -0.17 0.16
H -2.399979 -3.527054 3.170094 -0.04 0.53 0.96 0.08
H 3.477849 -1.805038 1.442510 0.01 -0.12 0.08 0.12
H -5.250565 0.337150 -0.618427 0.95 -1.66 0.25 0.02
H -5.374267 0.837228 -3.182348 -0.94 -0.76 -0.29 0.09
H -5.279288 -0.841301 3.364880 -0.58 -0.99 0.45 0.06
H -0.212004 5.806340 3.336005 -1.22 0.47 -0.99 0.06
H -4.610617 2.589071 -0.846546 0.19 0.16 0.34 0.13
H -4.796448 1.467527 4.229991 0.19 0.40 -0.34 0.14
H 6.173738 -3.019957 2.356924 -0.98 0.21 -0.48 0.11
H -0.793466 -5.054549 -5.478556 -0.72 0.30 -0.16 0.10
H 1.086263 5.980038 4.332013 0.08 -0.15 0.83 0.07
H -1.265408 -2.429133 0.671697 -0.08 -0.20 -0.52 0.12
H 1.623730 -4.335186 -1.740021 -0.35 -0.45 -0.07 0.12
H 1.736380 4.865146 -0.633335 -0.22 0.49 -0.10 0.04
H -0.036911 4.607886 4.566333 -0.43 -0.92 0.88 0.06
H -2.348324 1.223033 2.282904 0.17 -0.46 0.02 0.06
H -0.340385 -2.843272 2.055450 0.21 -0.21 0.23 0.12
H 1.642795 3.703214 0.345648 -0.15 0.18 -0.27 0.01
H -1.271156 -0.025648 -6.682389 0.03 -0.04 0.03 0.07
H 0.351069 -1.079703 -1.485909 0.10 -0.04 0.12 0.06
H -1.076192 -4.916259 -0.940174 -0.51 -0.18 0.69 0.12
H 1.712575 0.369982 1.437157 1.06 0.07 0.64 0.05
H -2.822010 2.613078 3.267168 -0.10 0.03 -0.44 0.07
H 6.481023 0.900632 2.193789 0.67 0.06 -0.04 0.08
H 2.083368 -0.629006 5.079710 -0.06 -0.02 1.24 0.04
H -4.462942 -0.425406 1.833219 0.11 0.07 0.68 0.07
H 1.960415 3.742228 3.415148 0.40 -0.55 0.06 0.12
H -0.651502 1.326924 4.113408 1.63 0.94 -1.21 0.09
H -2.508930 -5.110472 -4.873077 0.19 0.15 -0.06 0.10
H 5.942818 -1.885201 1.061994 0.02 0.69 -0.09 0.06
H 0.334584 0.286318 -2.548778 0.14 0.24 0.11 0.06
H 0.912917 -5.991511 -1.632156 -0.37 1.02 0.13 0.14
H 2.025262 1.869191 -1.471749 0.81 -0.03 0.28 0.09
H -6.882705 3.522641 -0.768529 0.17 -0.14 -0.57 0.08
H -3.130686 2.583758 -4.668022 -0.60 0.21 0.17 0.04
H 6.574274 2.759244 1.951847 0.34 -0.77 0.24 0.09
H 2.990115 5.095498 1.399448 -0.26 0.55 0.75 0.06
H 5.379228 2.005297 2.994351 -0.06 -0.04 0.05 0.08
H 5.112906 1.742480 -1.280717 -0.20 -0.12 -0.12 0.07
H -3.814586 2.065015 1.825817 0.13 0.53 -0.06 0.06
H -0.949350 0.064444 -1.411104 -0.41 0.06 0.17 0.08
H -3.310484 -0.784772 4.138775 0.13 0.54 0.28 0.08
H 3.345199 -4.083852 2.107642 -0.49 0.16 0.61 0.09
H -4.166373 -2.214057 -0.671817 0.07 -0.47 -0.07 0.04
H -3.885474 0.919299 -2.278998 0.48 -0.51 -0.03 0.07
H 4.522734 -0.282288 2.562278 -0.53 -1.63 1.08 0.09
H 4.458426 2.785559 0.953322 0.33 -1.25 -0.49 0.15

***

Entry 2:
13
Properties=species:S:1:pos:R:3:forces:R:3:lowdin_charge:R:1 method="wB97M-V/def2-TZVPD" e_above_lowest_kcal_mol=191.16 e_lumo_ev=4.39 gap_ev=7.26 total_charge=-1 total_energy_ev=-10730.961
O -3.514930 -0.586843 0.220840 0.21 1.13 0.22 -0.12
O -1.037260 -0.943177 -0.734954 -1.72 0.04 0.74 -0.13
N -2.510569 0.457900 0.346393 -0.16 -1.31 0.27 -0.02
N -1.404797 0.070537 -0.077217 3.46 2.55 -0.25 -0.33
N -0.072599 1.360044 0.237327 -2.13 -0.81 -0.67 -0.01
C 1.770363 -0.314245 0.507080 0.57 2.17 0.98 -0.15
C 1.064661 0.775233 -0.322739 1.40 -0.83 -1.58 -0.54
H 1.841079 -1.228018 0.066706 -0.17 -2.75 -1.56 0.00
H 1.270188 -0.440852 1.449308 -0.29 0.08 0.51 0.05
H 1.835052 1.570156 -0.476607 -0.80 0.32 0.65 0.09
H 1.111101 0.422763 -1.432699 -0.91 0.17 1.19 0.10
H 2.807222 -0.030764 0.704275 0.15 0.17 0.23 0.04
H -3.159511 -1.112736 -0.487707 0.40 -0.92 -0.72 0.02

***

Entry 3:
32
Properties=species:S:1:pos:R:3:forces:R:3:lowdin_charge:R:1 method="wB97M-V/def2-TZVPD" e_above_lowest_kcal_mol=98.63 e_lumo_ev="-5.34 / -5.34" smiles="C=c1cccc/c1=C/C=[NH+]/C(C)(C)C" gap_ev="6.35 / 6.34" total_charge=+1 total_energy_ev=-15252.942
N -0.694731 -0.367383 -0.013365 1.63 -1.58 -1.02 0.08
C 4.578768 -0.931833 0.465911 -0.88 -1.92 -0.53 0.00
C 4.631680 0.313493 1.074227 -2.29 1.73 -1.09 -0.02
C 3.592382 1.136889 0.747437 2.40 -1.54 0.80 -0.01
C -2.414126 1.136608 -0.675915 1.27 -2.72 -3.36 -0.05
C 2.276318 1.703300 -1.100821 -2.18 2.56 1.19 0.17
C 1.307743 -1.295992 -1.113119 1.46 -0.58 -0.05 -0.01
C -0.056485 -1.141526 -0.880203 -0.83 0.70 0.30 -0.04
C 2.444301 -0.644469 -0.580426 -0.18 -0.49 -0.12 -0.17
C -3.035923 -1.233447 -0.140194 0.91 -2.62 1.82 -0.03
C 2.687373 0.757416 -0.241596 -2.30 -0.62 -2.08 -0.27
C 3.547116 -1.454656 -0.326328 1.17 -0.54 1.52 -0.01
C -2.133570 -0.108660 0.215276 0.16 2.91 0.16 -0.57
C -2.103583 0.544793 1.634758 0.34 0.24 0.82 -0.03
H -3.321721 1.519742 -0.343523 -1.38 1.36 0.38 0.07
H 1.678804 -2.260490 -1.572229 -1.29 1.09 0.29 0.14
H -3.131810 -2.041972 0.650287 0.95 0.68 -0.72 0.12
H -2.666478 -1.671654 -1.047448 -0.10 -0.48 -0.50 0.07
H -3.068272 0.564941 2.261896 1.46 -0.43 -1.17 0.12
H -4.066061 -1.087304 -0.260509 -1.37 1.46 -0.51 0.08
H -2.532943 0.804055 -1.805953 0.13 0.66 2.12 0.13
H -1.885584 1.658607 1.367334 0.10 -1.95 1.34 0.10
H -0.723163 -1.750130 -1.422713 -0.45 -0.96 -0.76 0.12
H -1.233685 -0.003246 2.189862 -1.80 1.40 -0.35 0.11
H -0.021546 0.147287 0.506740 -0.11 0.97 0.91 0.13
H 5.418046 0.666253 1.684663 0.69 -0.09 0.65 0.12
H -1.513794 1.757460 -0.643811 -0.66 0.45 0.12 0.08
H 3.579552 2.097069 1.096471 -0.18 2.47 0.80 0.10
H 2.295624 2.759856 -0.671700 0.63 -1.22 -1.13 0.12
H 1.612737 1.615485 -1.982939 0.87 -0.54 0.44 0.11
H 5.317169 -1.567030 0.849591 1.05 -1.39 -0.08 0.11
H 3.392956 -2.552820 -0.435559 0.77 0.97 -0.20 0.14

***

Entry 4:
40
Properties=species:S:1:pos:R:3:forces:R:3:lowdin_charge:R:1 method="wB97M-V/def2-TZVPD" e_above_lowest_kcal_mol=57.61 e_lumo_ev=2.31 gap_ev=11.49 total_charge=-1 total_energy_ev=-100028.923
As 1.639294 -18.457743 -21.666445 -1.74 -0.14 -0.08 0.88
F 0.766583 -17.878301 -23.108806 0.44 -0.05 0.91 -0.31
F 2.635791 -16.986206 -21.655836 -0.68 -1.18 -0.07 -0.30
F 2.722192 -19.303534 -22.859027 -0.78 0.75 1.63 -0.32
F 2.494082 -19.056840 -20.250500 -0.25 0.21 -1.05 -0.28
F 0.515364 -19.863301 -21.608019 1.31 0.56 -0.33 -0.32
F 0.370152 -17.706527 -20.579854 1.69 -0.21 -1.15 -0.33
O 7.188190 -16.270683 -19.250303 -0.02 0.24 0.18 -0.05
O 7.412006 -20.600024 -18.147051 0.10 0.21 0.10 -0.05
O -3.302342 -22.457098 -21.460201 -0.30 -0.01 -0.02 -0.05
O -3.329346 -16.031558 -17.790271 -0.28 -0.01 0.18 -0.06
O 3.147330 -14.425179 -16.962019 -0.07 0.30 0.08 -0.06
O 0.779996 -23.590917 -19.312696 -0.14 -0.34 0.04 -0.06
O -1.917600 -15.442877 -25.670682 -0.09 0.07 -0.38 -0.05
O -3.364684 -18.696329 -26.810644 -0.31 -0.13 -0.09 -0.06
O 0.467918 -20.076131 -26.650022 -0.25 -0.13 -0.27 -0.05
O 6.525734 -14.658152 -23.124155 0.29 0.06 0.09 -0.06
O 5.962551 -22.418851 -25.641188 0.19 -0.11 0.13 -0.05
H -3.075222 -23.364869 -21.258664 0.07 -0.20 0.09 0.02
H 0.964399 -23.010803 -20.051411 0.01 0.29 -0.22 0.03
H -2.774180 -15.302092 -17.514741 0.17 0.14 0.07 0.03
H 5.716220 -21.540621 -25.931456 -0.10 0.27 0.03 0.03
H 8.164670 -21.191319 -18.136305 0.20 -0.12 0.00 0.02
H 1.442626 -23.365911 -18.659608 0.12 0.11 0.15 0.03
H -1.296612 -16.013280 -25.217663 0.24 -0.22 0.20 0.03
H 6.329106 -14.418693 -24.029818 -0.05 0.05 -0.20 0.03
H 5.708921 -22.990948 -26.365494 -0.08 -0.17 -0.14 0.02
H -2.481356 -22.064536 -21.757028 0.25 0.24 -0.05 0.03
H -2.489421 -19.068422 -26.702499 0.32 -0.16 0.08 0.02
H -3.209550 -17.776812 -27.026632 0.07 0.32 0.05 0.02
H -3.026708 -16.243223 -18.673360 0.14 -0.16 -0.25 0.03
H 6.948990 -16.475968 -20.154123 -0.13 -0.04 -0.25 0.03
H 5.732419 -15.094614 -22.813676 -0.29 -0.14 0.13 0.03
H 7.891603 -16.885747 -19.042605 0.11 -0.21 0.09 0.02
H 0.726116 -20.068092 -25.728339 0.06 0.05 0.43 0.03
H 3.710159 -14.995064 -17.486112 0.14 -0.17 -0.25 0.03
H 6.675846 -21.153346 -18.408079 -0.28 -0.05 -0.11 0.03
H 1.110628 -19.515186 -27.084191 0.13 0.15 -0.07 0.03
H -2.440318 -15.052779 -24.970092 -0.13 0.06 0.18 0.03
H 2.964361 -14.930969 -16.170224 -0.07 -0.13 0.15 0.02